[1]
Here is 15 unconnected molecules or ions with the total composition C16H33BCl28FNO4S in a non-equilibrium geometry from the Open Molecules 2025 dataset. Energies are from the ωB97M-V functional and the def2-TZVPD basis.

Calculated values
**Total charge**: 0
**Gap between HOMO and LUMO**: 6.980 eV
**Spin multiplicity**: 1
**HOMO**: -8.0 eV
**Calculated total energy**: -391662.87133 eV
**Largest force on an atom**: 2.39 eV/A

```
85
Properties=species:S:1:pos:R:3:forces:R:3:lowdin_charge:R:1
C -2.90991 4.50303 3.40304 0.0 0.1 0.8 -0.0402
C -3.08389 3.14083 3.54633 -0.4 0.4 -0.4 -0.2475
N -2.05968 2.15273 3.72104 0.5 0.4 2.3 -0.0522
B -1.72791 1.64372 2.33405 -0.2 -0.9 -0.3 -0.8327
O -1.48571 2.44583 1.29103 0.9 0.5 0.0 0.1772
O -1.71414 0.28342 2.13298 -0.7 0.1 -0.1 0.1679
S -0.74320 2.70700 4.54128 -0.1 -0.5 -0.4 0.5726
O 0.23499 3.21002 3.65906 1.0 -0.1 -1.3 -0.2227
O -1.11419 3.50417 5.61572 -1.1 0.9 1.8 -0.1962
F -0.15556 1.39767 5.14074 -0.1 -0.3 -0.3 -0.1077
H -2.78949 5.11272 4.29041 2.2 0.1 -0.1 0.0716
H -2.92225 5.02546 2.44668 -2.4 0.0 0.2 -0.0090
H -4.09533 2.73003 3.48203 0.9 -0.4 -1.3 0.0285
H -0.91622 3.19534 1.53505 -0.5 0.3 -0.1 0.1055
H -2.60486 0.01163 1.86254 0.3 -0.4 0.1 0.1244
C -6.41301 2.15949 0.60573 0.0 0.0 -0.2 -0.9860
Cl -7.89038 2.98358 1.12121 0.0 0.0 0.0 0.5265
Cl -5.01108 2.62666 1.58962 -0.6 -0.5 -0.8 0.6342
H -6.56156 1.09019 0.69630 0.0 0.0 0.1 0.0296
H -6.19329 2.42658 -0.42099 -0.1 0.0 0.1 -0.0799
C 0.85612 -0.03259 -0.19795 0.0 0.1 0.2 -1.0268
Cl 0.92684 1.60937 -0.84749 0.1 0.0 0.0 0.5343
Cl 0.50554 -1.21973 -1.46411 0.0 0.0 -0.1 0.5188
H 1.81134 -0.27387 0.24869 0.1 0.0 -0.1 -0.0127
H 0.06948 -0.07853 0.54728 -0.1 0.0 -0.1 0.0046
C 3.00848 -3.93666 0.21379 -0.1 0.1 0.0 -1.0521
Cl 2.50415 -5.61554 0.43946 0.1 0.1 -0.2 0.5009
Cl 2.07828 -2.82430 1.23234 0.1 0.0 0.2 0.5329
H 4.05926 -3.86016 0.47072 -0.3 0.1 0.1 -0.0641
H 2.86224 -3.66232 -0.82714 -0.2 -0.1 0.5 -0.0734
C 6.05957 -6.52742 0.50091 -0.1 -0.2 0.1 -1.0113
Cl 6.15531 -4.84637 -0.04896 0.4 -0.1 0.0 0.5502
Cl 5.67946 -7.62298 -0.82918 0.0 0.0 0.0 0.5189
H 7.01665 -6.80786 0.92349 0.1 0.0 -0.1 0.0291
H 5.27722 -6.60194 1.24950 -0.1 0.1 -0.2 -0.0398
C 2.97119 -2.65498 -3.75300 0.1 0.1 0.0 -1.0120
Cl 4.04939 -3.69584 -2.80537 0.2 0.0 -0.4 0.5672
Cl 3.63456 -2.35526 -5.36130 0.0 0.1 0.0 0.5184
H 2.01096 -3.14305 -3.85435 0.0 -0.1 0.0 -0.0298
H 2.85679 -1.70842 -3.23883 0.1 0.0 0.0 0.0058
C -3.77071 2.68918 -2.59403 0.1 0.0 0.0 -0.9685
Cl -3.76892 1.08122 -1.86012 0.4 0.2 0.1 0.4989
Cl -5.32497 3.50455 -2.36419 0.1 0.2 -0.3 0.5490
H -2.99247 3.28443 -2.13138 -0.1 0.0 0.1 0.0302
H -3.58527 2.58768 -3.65660 -0.1 -0.1 0.0 0.0138
C 0.11916 7.05483 2.97135 0.1 0.0 0.2 -1.0222
Cl -1.05136 6.50509 1.76292 0.2 0.1 -0.2 0.5619
Cl -0.57030 8.30097 4.01680 0.0 0.0 0.0 0.5154
H 0.41457 6.20811 3.58171 -0.1 -0.1 0.0 0.0252
H 0.97999 7.46422 2.45902 -0.2 0.1 0.0 -0.0878
C 3.43400 -4.59266 4.76007 -0.1 0.1 0.1 -0.9882
Cl 1.72352 -4.61338 4.32678 0.2 0.3 0.3 0.4762
Cl 4.42676 -5.45954 3.57977 0.1 0.0 0.0 0.5311
H 3.76822 -3.56311 4.80327 0.0 0.0 -0.1 0.0279
H 3.55371 -5.06604 5.72685 0.0 -0.1 0.0 0.0260
C -6.97466 6.75132 0.78774 -0.1 0.0 0.1 -1.0199
Cl -5.82529 5.89870 1.82223 0.0 0.2 0.0 0.5063
Cl -6.36901 6.91451 -0.86550 0.0 0.0 0.0 0.4971
H -7.90100 6.18916 0.76405 0.0 -0.1 -0.1 0.0089
H -7.14574 7.74000 1.19573 0.1 0.0 0.0 0.0238
C -5.66277 -1.05605 -4.37832 0.1 0.0 0.0 -1.0097
Cl -5.35955 0.42764 -5.29378 0.0 0.0 0.0 0.5094
Cl -6.25290 -0.70718 -2.75159 -0.4 -0.3 -0.1 0.4772
H -6.40831 -1.64148 -4.90176 -0.1 0.1 0.0 0.0239
H -4.73615 -1.61184 -4.29988 0.1 0.1 0.0 0.0264
C 3.11494 8.38692 0.26389 0.1 0.0 -0.1 -0.9913
Cl 2.59677 6.73534 0.62880 0.2 -0.1 -0.2 0.5444
Cl 2.29717 9.57319 1.28893 0.0 0.0 0.0 0.5352
H 4.18262 8.45992 0.43008 0.0 0.0 0.1 0.0255
H 2.88214 8.60187 -0.77172 -0.1 0.0 0.0 0.0266
C 7.82128 -3.54957 -3.86178 -0.1 0.0 0.0 -1.0412
Cl 7.46005 -1.82825 -4.03701 -0.1 0.0 0.0 0.4905
Cl 9.55506 -3.84105 -3.67343 0.0 -0.1 0.0 0.5021
H 7.30765 -3.92483 -2.98428 0.0 0.1 0.1 -0.0123
H 7.47511 -4.06827 -4.74732 0.0 0.0 -0.1 0.0260
C 1.50468 -4.98996 -6.91667 0.1 0.0 0.0 -1.0198
Cl 0.96618 -6.66227 -6.73403 0.0 0.0 0.0 0.5109
Cl 0.54710 -3.88134 -5.92590 -0.2 0.0 -0.1 0.5214
H 2.54111 -4.91983 -6.60853 0.0 0.0 0.1 0.0053
H 1.40190 -4.70119 -7.95539 -0.1 0.0 0.0 0.0271
C -0.26237 -8.08257 1.77583 -0.2 0.1 0.0 -1.0082
Cl 0.19880 -6.67378 2.73718 -0.2 -0.4 -0.1 0.4605
Cl 1.14211 -8.84088 1.01167 0.0 0.0 0.0 0.4941
H -0.73767 -8.80780 2.42493 0.1 0.0 0.0 0.0225
H -0.95134 -7.76760 1.00128 0.1 0.0 -0.1 0.0254
```
Forces are in eV/Å.

=====

[2]
Here is a molecular structure, C15H26OP2V in a non-equilibrium geometry from the Open Molecules 2025 dataset. Energies are from the ωB97M-V functional and the def2-TZVPD basis.

Calculated values
**Total charge**: +2
**Gap between HOMO and LUMO (alpha / beta)**: 6.239 / 6.498 eV
**Expectation value of S²**: 0.800
**Spin multiplicity**: 2
**HOMO (alpha / beta)**: -15.2 / -15.2 eV
**Relative energy (zero: lowest compared OMol25 entry of this formula, charge and spin)**: 7.5 kcal per mole
**Calculated total energy**: -62267.76797 eV
**Largest force on an atom**: 8.25 eV/A

```
45
Properties=species:S:1:pos:R:3:forces:R:3:lowdin_charge:R:1
V 0.74687 0.88365 -0.47548 -0.9 -1.8 4.8 0.1845
H 0.25638 1.89771 0.81882 0.8 -1.0 -0.1 0.0088
H -0.18768 -0.07015 1.43383 -0.3 -1.3 -1.2 0.1310
P 0.10939 3.13640 -0.19684 -1.4 4.2 -1.4 0.7171
P 2.41255 -0.67973 -0.38743 3.5 -2.5 -0.3 0.7489
C 2.12420 -1.96260 -1.68531 -0.4 0.6 -0.2 -0.2019
H 2.89032 -2.75023 -1.63576 -0.2 0.4 0.1 0.0768
H 1.12435 -2.38003 -1.50420 0.3 -0.1 -0.2 0.0389
H 2.15038 -1.47929 -2.67052 0.0 -0.3 0.1 0.0613
C 4.18359 -0.19953 -0.63075 -0.6 0.2 -0.1 -0.2302
H 4.45208 0.46643 0.21100 0.1 -0.3 -0.5 0.0589
H 4.84093 -1.09201 -0.66319 -0.4 0.6 0.1 0.0715
H 4.21678 0.36256 -1.58121 0.3 -0.2 0.5 0.0523
C 2.55646 -1.77983 1.08643 -0.4 0.4 0.3 -0.2279
H 1.58040 -2.24987 1.25755 0.5 0.0 0.1 0.0240
H 3.31986 -2.56156 0.95853 -0.1 0.5 -0.1 0.0763
H 2.79537 -1.14778 1.95088 0.1 -0.3 0.0 0.0620
C 1.34773 4.40037 -0.62795 1.0 -0.3 -0.2 -0.2081
H 0.90870 5.40883 -0.58333 -0.1 -0.5 0.2 0.0798
H 2.18904 4.35114 0.06803 0.0 0.1 -0.1 0.0649
H 1.72112 4.22876 -1.64309 0.0 0.0 0.2 0.0648
C -1.21776 3.62784 -1.36159 -0.4 -0.3 -0.3 -0.2229
H -2.13851 3.06954 -1.14969 0.1 0.2 -0.1 0.0647
H -1.41753 4.70844 -1.24813 0.1 -0.5 0.1 0.0769
H -0.92271 3.43417 -2.40344 0.0 0.0 0.3 0.0651
C -0.54690 3.89474 1.34314 0.1 -0.4 0.0 -0.2282
H 0.22830 3.78672 2.11566 -0.3 0.2 0.0 0.0668
H -0.78995 4.95982 1.17797 0.1 -0.6 0.1 0.0771
H -1.44353 3.33257 1.64106 0.2 0.3 0.1 0.0656
C -0.29792 0.64852 -2.01668 -5.8 -1.6 -5.7 -0.1297
O -1.12676 0.28311 -2.77548 4.3 1.9 3.4 0.1683
H 1.78794 1.39079 -1.51878 0.5 0.4 -0.6 0.0190
C -0.15223 -0.85009 0.57822 -1.3 -0.1 -1.6 -0.1152
C -0.97709 -1.75756 0.20157 1.1 3.4 3.9 0.0612
C -2.05379 -2.55481 0.57479 -0.8 -1.3 -1.0 -0.2387
C -2.00718 -3.25575 1.81365 0.7 -0.2 -0.1 0.0137
C -3.12097 -3.96040 2.24083 0.4 0.2 0.2 -0.0310
C -4.27705 -3.98605 1.45503 0.2 0.1 -0.2 -0.0015
C -4.32654 -3.30600 0.23221 -0.1 0.2 -0.4 -0.0308
C -3.22612 -2.59664 -0.22049 0.1 0.2 -0.2 0.0059
H -1.06965 -3.22078 2.40332 -0.8 -0.1 -0.4 0.1382
H -3.06823 -4.49860 3.19227 -0.1 0.2 -0.4 0.1309
H -5.13852 -4.55056 1.79163 0.0 0.0 0.0 0.1286
H -5.22511 -3.33486 -0.38750 0.3 0.0 0.3 0.1284
H -3.21102 -2.04741 -1.17960 -0.3 -0.5 0.6 0.1341
```
Forces are in eV/Å.

=====

[3]
Here is a molecular structure, C19H25ClNO9PS3Tc from the Open Molecules 2025 dataset. Energies are from the ωB97M-V functional and the def2-TZVPD basis.

Calculated values
**Total charge**: -1
**Gap between HOMO and LUMO (alpha / beta)**: 7.549 / 7.107 eV
**Expectation value of S²**: 2.009
**Spin multiplicity**: 3
**HOMO (alpha / beta)**: -5.2 / -4.8 eV
**Relative energy (zero: lowest compared OMol25 entry of this formula, charge and spin)**: 10.9 kcal per mole
**Calculated total energy**: -96550.12296 eV
**Largest force on an atom**: 0.98 eV/A

```
60
Properties=species:S:1:pos:R:3:forces:R:3:lowdin_charge:R:1
Tc 0.23117 -0.75231 -0.79375 -0.8 0.1 0.6 1.3013
C -5.43296 -1.19010 -3.05264 0.0 0.0 -0.1 -0.0830
C -5.60881 -0.92789 -1.57446 0.1 0.0 0.0 -0.3112
O -4.46440 -1.41826 -0.85949 0.0 0.1 0.1 -0.3375
P -3.32149 -0.46696 -0.28178 -0.1 -0.1 0.1 -0.0482
S -1.82173 -1.71568 0.15130 0.3 0.1 0.0 0.4155
S -3.03030 1.12775 -1.42181 -0.3 0.0 -0.1 0.3665
O -4.00118 -0.01620 1.10928 -0.2 0.0 -0.1 -0.3405
C -3.24692 0.82381 1.99446 0.1 -0.1 0.1 -0.3208
C -4.19021 1.36887 3.03980 -0.1 0.0 0.0 -0.0794
H -6.27761 -0.77443 -3.60954 0.0 0.0 0.0 0.0728
H -5.37001 -2.26155 -3.24890 0.0 0.0 0.0 0.0795
H -4.51316 -0.72447 -3.40566 0.0 0.0 0.0 0.0618
H -6.45933 -1.47675 -1.16989 -0.1 0.0 0.0 0.1130
H -5.75527 0.13340 -1.37330 0.0 0.1 0.0 0.0872
H -2.79402 1.63515 1.41864 0.0 0.0 0.0 0.0868
H -2.43983 0.23377 2.43362 0.0 0.0 0.0 0.0890
H -4.95091 2.00259 2.58030 0.0 0.0 0.0 0.0729
H -3.63552 1.96010 3.77220 0.0 0.0 0.0 0.0739
H -4.69374 0.55264 3.56237 0.0 0.0 0.0 0.0748
O 0.96113 -2.13678 -4.04720 -0.1 -0.1 0.0 -0.3345
S -0.02191 -2.29839 -3.00069 0.4 0.3 0.2 0.3147
O -1.08712 -3.21762 -3.26043 -0.1 -0.1 -0.1 -0.3059
O 0.67708 -2.58787 -1.65054 0.0 0.0 -0.3 -0.5041
O -0.58587 -0.88706 -2.61675 0.1 -0.3 -0.3 -0.5559
O -0.35657 1.23479 -0.18744 0.8 -0.1 0.0 -0.2932
C 0.53861 2.34563 -0.27898 -0.1 -0.2 0.0 -0.2178
C 0.66258 2.89714 -1.68780 -0.1 0.0 -0.1 -0.1595
C 0.97566 1.83205 -2.74934 0.1 0.0 0.1 -0.1254
C 2.20339 1.02596 -2.42506 -0.1 0.0 0.0 -0.2409
C 3.45466 1.40214 -2.90123 -0.1 0.1 0.0 -0.0137
C 4.56477 0.63769 -2.60435 0.1 0.0 0.0 -0.0591
C 4.40748 -0.50708 -1.84175 0.0 0.0 0.0 -0.0454
C 3.14262 -0.82515 -1.39340 -0.1 0.1 0.0 -0.1009
N 2.06959 -0.06366 -1.65399 0.3 -0.1 -0.1 -0.0051
H -1.23082 1.40661 -0.61301 -0.4 0.1 0.0 -0.1000
H 1.49806 1.98465 0.09044 0.0 0.0 0.0 0.1179
H 0.19248 3.12474 0.40119 0.0 0.1 0.1 0.1239
H 1.44382 3.66395 -1.67724 0.0 0.0 0.0 0.1153
H -0.27421 3.38987 -1.96484 0.0 0.0 0.0 0.1148
H 1.13462 2.31917 -3.71241 0.0 0.0 0.0 0.1200
H 0.12695 1.16073 -2.87319 0.0 0.0 0.0 0.0873
H 3.53378 2.28921 -3.51677 0.0 0.0 0.0 0.1146
H 5.54043 0.91927 -2.98256 0.0 0.0 0.0 0.1061
H 5.23955 -1.15594 -1.60538 0.0 0.0 0.0 0.1060
H 2.94884 -1.71756 -0.81478 0.0 0.0 0.0 0.1072
Cl 5.51189 -1.76191 6.06383 -0.1 0.0 -0.1 0.6219
C 4.22397 -1.41017 4.93110 0.0 0.0 0.1 -0.6698
C 4.44759 -1.57772 3.57625 0.0 0.0 -0.1 -0.1066
C 3.41980 -1.29626 2.68512 0.0 0.0 0.0 -0.0125
C 2.18667 -0.84573 3.14124 0.0 0.0 0.0 -0.1199
C 1.98899 -0.68605 4.50579 0.0 0.0 0.1 -0.0148
C 3.00193 -0.96977 5.41053 0.0 0.0 0.0 -0.1060
C 1.04330 -0.49981 2.20110 0.4 -0.1 -0.3 -0.5764
O 0.04970 0.02846 2.65600 -0.3 0.1 0.0 0.0459
O 1.29165 -0.79545 0.95792 0.1 -0.1 0.3 -0.2219
H 5.41099 -1.92684 3.22831 0.0 0.0 0.0 0.1000
H 3.56543 -1.42486 1.62077 0.0 0.0 0.0 0.1018
H 1.02324 -0.33262 4.84357 0.0 0.0 0.0 0.1175
H 2.85148 -0.85126 6.47522 0.0 0.0 0.0 0.0997
```
Forces are in eV/Å.